Entry 1:
This record from OMol25 describes a 2-piece molecular cluster, C3H10N3S overall at a distorted geometry. The level of theory is ωB97M-V/def2-TZVPD.

```
17
C3H10N3S | OMol25 | ωB97M-V/def2-TZVPD
C -0.0939 -0.7080 -0.6186
C 0.8017 -1.1144 -3.1113
C -0.1998 -1.3861 -1.9609
N 0.5317 0.9145 2.5312
N -0.0398 0.5014 -0.1368
N -0.6994 0.4195 3.0387
S 0.0446 -2.4217 -0.4856
H 0.6596 -1.9521 -3.8025
H 0.8188 -0.0303 -3.3900
H 1.7930 -1.3836 -2.7193
H -1.2371 -1.4185 -2.2093
H -0.2358 1.2739 -0.7854
H 0.4610 1.9334 2.5855
H 0.0806 0.6547 0.9708
H -0.6770 0.3671 4.0424
H -1.4306 0.9203 2.6415
H 1.1780 0.4981 3.0743
```

Results
- F_max: 0.100 hartree/bohr
- Charge: +1
- 2S+1: 1
- LUMO energy: -0.143 hartree
- E: -682.42030 Ha
- E_HOMO: -12.97 eV


Entry 2:
This record from OMol25 describes a 2-piece molecular cluster, C3H10N3S overall at a distorted geometry. The level of theory is ωB97M-V/def2-TZVPD.

```
17
C3H10N3S | OMol25 | ωB97M-V/def2-TZVPD
C 1.0248 -0.7325 1.6665
C 0.4617 -1.9161 -2.0380
C -0.8755 -0.6304 0.2992
N -0.0916 1.4601 1.1330
N -2.0528 -0.0931 -0.0534
N -0.0916 0.0234 1.1711
S 0.5846 -0.3494 -1.6681
H 0.9996 -0.9360 2.7413
H 1.8729 -0.0622 1.3949
H 1.0303 -1.6809 1.1166
H 0.0803 -2.5651 -1.2526
H 0.2151 1.7896 0.2153
H 0.5763 -2.3750 -2.9977
H -0.7481 -1.7242 0.1224
H -1.0655 1.8694 1.4920
H -2.8658 -0.5663 -0.3603
H -2.1337 0.9776 0.1648
```

Results
- F_max: 0.077 hartree/bohr
- Charge: +1
- 2S+1: 1
- LUMO energy (spin up / spin down): -0.181 / -0.181 hartree
- E: -682.40677 Ha
- E_HOMO (spin up / spin down): -13.29 / -13.29 eV


Entry 3:
This record from OMol25 describes a 2-piece molecular cluster, C3H10N3S overall at a distorted geometry. The level of theory is ωB97M-V/def2-TZVPD.

```
17
C3H10N3S | OMol25 | ωB97M-V/def2-TZVPD
C -0.2529 -1.5321 -0.8794
C -0.2403 -1.3074 0.6063
C 1.0545 2.3019 0.5333
N 0.3595 1.8083 -0.2939
N 1.8395 2.7742 1.4900
N -0.5267 -0.2594 -1.5745
S -2.0983 -0.9473 0.8968
H 0.7633 -1.9571 -1.1956
H -1.0204 -2.2119 -1.1454
H 0.1540 -2.0505 1.1984
H 0.3279 -0.3776 0.7200
H 0.0425 0.6221 -1.1598
H -0.3445 -0.2784 -2.6262
H 2.7223 2.2544 1.4913
H 1.4496 3.4032 2.2431
H -1.5433 -0.1927 -1.4990
H -2.6863 -2.0498 1.1946
```

Results
- F_max: 0.086 hartree/bohr
- Charge: +1
- 2S+1: 1
- LUMO energy: -0.106 hartree
- E: -682.47822 Ha
- E_HOMO: -12.99 eV